Entry 1:
Computed, not measured: a 3-piece molecular cluster, C11H18FN7O2P overall, with the ωB97M-V functional and the def2-TZVPD basis.

```
40
Properties=species:S:1:pos:R:3
N -2.00 -5.44 -1.44
P -1.48 -4.07 -0.98
N -0.77 -3.17 -2.37
C 0.40 -2.61 -2.54
N 0.72 -1.99 -3.68
N 1.37 -2.56 -1.53
C 1.30 -1.60 -0.47
O 1.86 -1.77 0.55
N 0.51 -0.45 -0.80
C -0.78 -0.38 -0.27
O -1.77 -0.20 -0.88
F -0.75 -0.55 1.05
H -1.56 -6.24 -1.00
H -0.44 -3.95 -0.05
H -2.42 -3.11 -0.63
H -1.40 -3.13 -3.17
H 1.71 -1.79 -3.75
H 0.39 -2.41 -4.55
H 1.56 -3.48 -1.13
H 0.45 -0.24 -1.79
N -0.21 3.10 -1.09
C -1.57 2.97 -1.22
C -2.06 4.16 -1.67
C -0.96 5.04 -1.83
C 0.16 4.36 -1.47
H 0.43 2.40 -0.76
H -2.08 2.05 -0.97
H -3.10 4.38 -1.87
H -1.00 6.06 -2.17
H 1.19 4.67 -1.43
N 0.63 0.77 3.44
C 0.20 0.54 4.73
C 1.19 0.94 5.58
C 2.27 1.42 4.78
C 1.89 1.31 3.47
H 0.10 0.57 2.62
H -0.77 0.13 4.92
H 1.16 0.89 6.65
H 3.21 1.81 5.13
H 2.41 1.56 2.56
```

For the HOMO-LUMO gap, the calculation gives 5.11 eV. As for the charge: +1. For the energy above the lowest of the compared OMol25 structures with the same formula, charge and spin, the calculation gives 0.00 kJ/mol. The value obtained for the lowest unoccupied orbital energy is -4.9 eV. The calculation puts the highest occupied orbital energy at -0.3684 hartree.

***

Entry 2:
Computed, not measured: C11H18N2NiO2S2 as an isolated structure, with the ωB97M-V functional and the def2-TZVPD basis.

```
36
Properties=species:S:1:pos:R:3
C -0.01 -1.91 1.42
O 1.28 -2.44 1.22
C 1.59 -2.66 -0.14
C 2.13 -1.43 -0.86
O 3.26 -0.86 -0.23
C 2.99 0.10 0.75
C 2.52 1.46 0.19
C 1.01 1.77 0.27
C 0.34 1.99 -1.08
S -1.42 2.35 -0.92
C -2.15 0.77 -1.12
S -1.63 -0.33 -2.16
N -3.29 0.51 -0.27
C -4.22 -0.41 -0.51
C -5.13 -0.33 0.63
N -4.72 0.61 1.45
C -3.64 1.14 0.94
H -0.30 -1.28 0.57
H -0.03 -1.29 2.30
H -0.74 -2.71 1.50
H 2.33 -3.45 -0.21
H 0.68 -2.97 -0.66
H 1.33 -0.71 -1.05
H 2.46 -1.77 -1.84
H 3.93 0.27 1.26
H 2.28 -0.22 1.51
H 2.94 1.59 -0.85
H 3.01 2.22 0.80
H 0.87 2.66 0.87
H 0.53 0.95 0.80
H 0.78 2.87 -1.56
H 0.50 1.17 -1.77
H -4.31 -1.06 -1.35
H -6.00 -0.94 0.80
H -3.06 1.94 1.35
Ni 3.90 2.41 -2.05
```

For the HOMO-LUMO gap (alpha / beta), the calculation gives 6.17 / 4.74 eV. As for the charge: +2. As for the spin multiplicity: 3. The value obtained for the lowest unoccupied orbital energy (alpha / beta) is -8.6 / -10.1 eV. The calculation puts the highest occupied orbital energy (alpha / beta) at -0.5444 / -0.5444 hartree.

***

Entry 3:
Computed, not measured: one molecule with the formula C11H18O, with the ωB97M-V functional and the def2-TZVPD basis.

```
30
Properties=species:S:1:pos:R:3
C -0.70 2.09 0.34
C 0.55 1.59 1.06
C 1.83 1.69 0.21
C 0.66 2.21 2.47
C 0.43 0.06 1.16
C 0.23 -1.09 0.40
C -0.32 -1.67 -0.93
C 0.93 -1.48 -1.86
C -1.64 -0.89 -1.39
C -0.64 -3.13 -0.72
C -0.53 -0.89 1.68
O -1.80 -0.72 1.70
H -0.99 1.60 -0.71
H -0.69 3.16 0.22
H -1.59 1.98 0.87
H 2.77 1.41 0.66
H 1.71 1.08 -0.67
H 1.89 2.78 -0.09
H 1.04 3.17 2.34
H -0.26 2.09 3.15
H 1.51 1.87 3.01
H 1.10 -0.53 -2.32
H 0.92 -2.09 -2.62
H 1.77 -1.69 -1.23
H -2.41 -1.69 -1.68
H -1.34 -0.17 -2.22
H -2.07 -0.23 -0.71
H -1.17 -3.54 -1.59
H 0.25 -3.70 -0.57
H -1.43 -3.26 0.04
```

Its SMILES is CC(C)(C)c1c(C(C)(C)C)c1=O. For the HOMO-LUMO gap, the calculation gives 8.65 eV. For the energy above the lowest of the compared OMol25 structures with the same formula, charge and spin, the calculation gives 554.14 kJ/mol. The value obtained for the lowest unoccupied orbital energy is 0.4 eV. The calculation puts the highest occupied orbital energy at -0.3043 hartree.

***

Entry 4:
Computed, not measured: a 2-piece molecular cluster, C11H18O overall, with the ωB97M-V functional and the def2-TZVPD basis.

```
30
Properties=species:S:1:pos:R:3
C 1.06 -0.52 -2.35
C 1.71 0.66 -1.63
C 1.20 1.94 -1.87
C 1.70 3.03 -1.16
C 2.50 2.77 -0.06
O 2.73 3.82 0.80
C 3.14 1.56 0.11
C 2.69 0.48 -0.67
H 0.19 -0.17 -2.89
H 0.72 -1.20 -1.58
H 1.86 -1.03 -2.88
H 0.43 2.06 -2.61
H 1.31 4.03 -1.28
H 2.93 3.55 1.69
H 3.84 1.38 0.91
H 3.12 -0.51 -0.62
C -2.47 -1.07 2.47
C -2.47 -1.87 1.16
C -3.09 -1.04 0.03
C -1.06 -2.36 0.82
H -2.44 -1.76 3.32
H -3.36 -0.47 2.61
H -1.58 -0.44 2.57
H -3.07 -2.76 1.33
H -2.34 -0.60 -0.63
H -3.73 -1.63 -0.63
H -3.69 -0.23 0.40
H -0.36 -1.87 1.51
H -0.84 -3.33 1.28
H -0.63 -2.45 -0.17
```

Its SMILES is Cc1ccc(O)cc1.CC(C)C. For the HOMO-LUMO gap, the calculation gives 9.17 eV. For the energy above the lowest of the compared OMol25 structures with the same formula, charge and spin, the calculation gives 96.99 kJ/mol. The value obtained for the lowest unoccupied orbital energy is 0.8 eV. The calculation puts the highest occupied orbital energy at -0.3070 hartree.